Entry 1:
Below is a molecular structure, C23H22F5FeN4S, with properties calculated with ωB97M-V/def2-TZVPD.

Element x y z (Å)
Fe1 0.1976 0.5446 0.0362
N1 -1.7888 -0.4983 3.4633
C1 -1.5497 0.4222 4.5400
C2 -2.4466 0.4998 5.5831
C3 -2.2373 1.4345 6.5939
C4 -1.1591 2.2994 6.5269
C5 -0.2727 2.2312 5.4539
C6 -0.4607 1.2733 4.4772
S1 0.7499 1.0566 3.2046
N2 -0.2572 0.4106 1.9557
C7 -1.2935 -0.3176 2.2379
C8 -1.9709 -0.9225 1.0579
C9 -3.1147 -1.6907 1.1094
C10 -3.6797 -2.1380 -0.0781
C11 -3.0941 -1.7836 -1.2783
C12 -1.9464 -1.0099 -1.2525
N3 -1.3826 -0.6091 -0.1142
H1 -2.6033 -1.0800 3.5703
H2 -3.3049 -0.1611 5.6163
H3 -2.9283 1.4870 7.4231
H4 -0.9992 3.0332 7.3041
H5 0.5676 2.9108 5.3960
H6 -3.5921 -1.9423 2.0457
H7 -4.5800 -2.7370 -0.0590
H8 -3.5241 -2.0805 -2.2239
H9 -1.4770 -0.6582 -2.1586
F1 -1.9521 2.1608 0.2367
C13 -0.8561 2.0835 -0.5457
F2 -1.2625 1.8629 -1.8203
C14 -0.1446 3.4520 -0.4888
F3 0.4062 3.6010 0.7239
F4 -0.9969 4.4396 -0.7057
F5 0.8241 3.5030 -1.4047
C15 1.4542 -2.9163 -5.0106
N4 1.9959 -2.1707 -3.8355
C16 2.0139 -3.0215 -2.6100
C17 1.2552 -0.8679 -3.6131
C18 1.9759 0.0013 -2.6235
C19 3.2348 0.4810 -2.9811
C20 4.0041 1.2525 -2.1143
C21 3.5157 1.5829 -0.8642
C22 2.2491 1.1167 -0.5340
C23 1.4651 0.3394 -1.3690
H10 2.0385 -3.8209 -5.1559
H11 1.5152 -2.2838 -5.8921
H12 0.4178 -3.1734 -4.8050
H13 2.9649 -1.9196 -4.0420
H14 0.9888 -3.3070 -2.3834
H15 2.4397 -2.4506 -1.7897
H16 2.6116 -3.9074 -2.8065
H17 0.2570 -1.1432 -3.2818
H18 1.1854 -0.3911 -4.5908
H19 3.6292 0.2746 -3.9729
H20 4.9754 1.6066 -2.4311
H21 4.0879 2.1951 -0.1811
H22 1.8544 1.4461 0.4614

Properties
* E_tot: -3269.32239 Ha
* LUMO level (spin up / spin down): -0.253 / -0.245 Ha
* multiplicity: 2
* gap between HOMO and LUMO (spin up / spin down): 0.2331 / 0.2412 Ha
* expectation value of S²: 0.789
* net charge: +2

Here are the Mulliken charges for atoms 1 to 2, given in e:
1. Fe -0.8339
2. N -0.1582


Entry 2:
Below is a molecular structure, C23H22FNO2PS3Sr, with properties calculated with ωB97M-V/def2-TZVPD.

Element x y z (Å)
Sr1 -0.3539 -0.7625 0.7386
C1 0.4487 3.3911 4.2449
C2 -0.7871 3.4030 3.3599
O1 -1.3403 2.1067 3.2637
P1 -1.4178 1.3697 1.7458
S1 -2.3044 -0.2591 2.2957
S2 0.2802 1.7143 0.8849
O2 -2.4821 2.4727 1.0896
C3 -3.8535 2.2841 1.4113
C4 -4.6506 3.4703 0.9030
H1 0.7809 4.4133 4.4373
H2 1.2505 2.8300 3.7653
H3 0.2077 2.8963 5.1869
H4 -0.5290 3.7896 2.3687
H5 -1.5446 4.0844 3.7740
H6 -3.9810 2.1768 2.4954
H7 -4.2205 1.3596 0.9513
H8 -4.3709 4.3806 1.4370
H9 -5.7161 3.2825 1.0377
H10 -4.4493 3.6189 -0.1589
S3 4.6105 -2.3244 -1.7609
C5 3.6106 -1.7363 -3.0702
C6 3.9344 -1.5656 -4.3986
C7 2.9566 -1.0825 -5.2778
C8 1.6781 -0.7815 -4.8014
C9 1.3405 -0.9526 -3.4731
C10 2.3090 -1.4312 -2.5600
N1 2.1259 -1.6346 -1.2508
C11 3.1958 -2.1402 -0.6247
C12 3.2643 -2.5961 0.7161
C13 4.4781 -3.1029 1.2613
C14 4.5354 -3.5916 2.5524
C15 3.3896 -3.5891 3.3433
C16 2.1901 -3.0752 2.8118
C17 2.0822 -2.5788 1.5174
H11 4.9299 -1.7951 -4.7621
H12 3.1892 -0.9499 -6.3288
H13 0.9394 -0.3976 -5.4985
H14 0.3509 -0.7557 -3.0754
H15 5.3686 -3.1204 0.6371
H16 5.4700 -3.9745 2.9533
H17 3.4177 -4.0029 4.3490
H18 1.2998 -3.0824 3.4405
F1 -4.2885 1.4158 -3.2965
C18 -3.5121 0.5472 -2.5763
C19 -2.8062 1.0186 -1.4963
C20 -2.0321 0.1083 -0.7818
C21 -1.8936 -1.2188 -1.1223
C22 -2.6408 -1.6404 -2.2254
C23 -3.4577 -0.7788 -2.9517
H19 -2.8492 2.0657 -1.2295
H20 -1.5312 0.5164 0.0852
H21 -2.5909 -2.6821 -2.5279
H22 -4.0313 -1.1131 -3.8094

Properties
* E_tot: -2761.32486 Ha
* LUMO level (spin up / spin down): 0.155 / 0.155 Ha
* multiplicity: 2
* gap between HOMO and LUMO (spin up / spin down): 0.0906 / 0.1787 Ha
* expectation value of S²: 0.780
* net charge: -2

Here are the Mulliken charges for atoms 1 to 2, given in e:
1. Sr 1.8081
2. C -1.2117


Entry 3:
Below is a molecular structure, C23H22I2MoN5O13S, with properties calculated with ωB97M-V/def2-TZVPD.

Element x y z (Å)
Mo1 -0.3213 1.1165 0.2582
O1 -2.1899 1.0519 6.1934
C1 -1.8378 1.0416 4.9097
C2 -2.7285 0.7268 3.8744
C3 -2.2453 0.7514 2.5885
N1 -0.9802 1.0429 2.3253
C4 -0.1329 1.3793 3.2968
C5 -0.5112 1.3875 4.6128
C6 1.2006 1.7762 2.7288
O2 2.1591 2.0903 3.3638
O3 1.1627 1.7040 1.3903
C7 -3.0262 0.5289 1.3196
O4 -4.1615 0.1590 1.2818
O5 -2.2738 0.8148 0.2548
H1 -3.1195 0.8215 6.3146
H2 -3.7681 0.4867 4.0571
H3 0.1799 1.6716 5.3939
I1 3.1696 0.4273 -0.9873
C8 3.7288 2.3378 -0.2568
I2 2.5841 3.9261 -1.0769
H4 4.7642 2.5170 -0.5170
H5 3.5792 2.3493 0.8158
C9 4.3694 -3.3999 -3.5414
C10 2.9799 -4.0285 -3.5547
S1 2.1237 -3.5600 -2.0770
O6 2.7700 -4.1471 -0.9315
O7 1.9091 -2.1278 -2.0971
C11 0.4996 -4.3063 -2.2068
C12 -0.1721 -4.3494 -0.8324
N2 -0.0092 -3.1031 -0.0643
C13 -0.4834 -1.9043 -0.4438
N3 0.0144 -0.9510 0.3519
C14 0.8642 -1.5527 1.2488
C15 0.8557 -2.8755 0.9934
N4 1.5378 -3.8831 1.7723
O8 2.4299 -3.4783 2.4783
O9 1.1448 -5.0293 1.6926
C16 -1.3776 -1.6851 -1.6049
H6 4.8911 -3.6728 -4.4565
H7 4.9466 -3.7565 -2.6906
H8 4.3044 -2.3136 -3.4969
H9 3.0197 -5.1181 -3.5665
H10 2.3732 -3.6713 -4.3882
H11 0.6191 -5.3283 -2.5671
H12 -0.0608 -3.7307 -2.9422
H13 0.2525 -5.1408 -0.2284
H14 -1.2371 -4.5433 -0.9485
H15 1.4238 -1.0193 1.9963
H16 -1.9138 -2.5955 -1.8636
H17 -0.7845 -1.3500 -2.4587
H18 -2.1046 -0.9097 -1.3746
O10 -0.9099 1.9054 -3.6722
C17 -0.8546 2.0662 -2.4904
O11 -0.2443 1.1874 -1.6692
C18 -1.5209 3.2145 -1.7855
C19 -2.5664 3.8824 -2.4148
C20 -3.2624 4.8804 -1.7505
C21 -2.9415 5.2199 -0.4419
C22 -1.9031 4.5468 0.1686
C23 -1.1764 3.5728 -0.4916
N5 -1.5563 4.8428 1.5675
O12 -2.0654 5.8031 2.0871
O13 -0.7844 4.0713 2.1177
H19 -2.8260 3.5990 -3.4259
H20 -4.0740 5.3921 -2.2485
H21 -3.4803 5.9849 0.0982
H22 -0.2518 3.2539 0.0120

Properties
* E_tot: -3203.07220 Ha
* LUMO level (spin up / spin down): -0.151 / -0.164 Ha
* multiplicity: 3
* gap between HOMO and LUMO (spin up / spin down): 0.2729 / 0.2604 Ha
* expectation value of S²: 2.012
* net charge: +1

Here are the Mulliken charges for atoms 1 to 2, given in e:
1. Mo 0.5368
2. O -0.5032


Entry 4:
Below is a molecular structure, C23H22MnN3PS2, with properties calculated with ωB97M-V/def2-TZVPD.

Element x y z (Å)
Mn1 1.3438 -0.0381 1.2608
C1 0.1791 2.4988 3.0214
C2 1.3879 1.6494 2.7492
C3 2.2617 1.9605 1.7040
C4 3.3822 1.1612 1.4058
C5 4.2391 1.4764 0.2133
C6 3.6098 0.0430 2.1920
C7 2.7665 -0.2975 3.2602
C8 3.0198 -1.5435 4.0504
C9 1.6567 0.4948 3.5131
H1 -0.7167 2.0455 2.5961
H2 0.2904 3.4875 2.5801
H3 0.0290 2.6146 4.0948
H4 2.0459 2.8194 1.0800
H5 3.8909 0.9268 -0.6626
H6 5.2751 1.1910 0.3911
H7 4.2035 2.5375 -0.0263
H8 4.4448 -0.6075 1.9628
H9 2.5011 -2.3790 3.5825
H10 2.6524 -1.4442 5.0703
H11 4.0809 -1.7849 4.0769
H12 0.9718 0.2187 4.3056
N1 0.0670 -6.1269 2.1956
C10 0.7806 -5.2792 1.8687
N2 1.6790 -4.3773 1.5212
C11 1.5014 -3.1353 1.4067
N3 1.4884 -1.9677 1.3147
S1 -0.9265 -2.4389 -0.8594
P1 -1.2188 -0.5765 -1.2155
S2 -0.1560 0.8995 -0.1157
C12 -2.9466 -0.0591 -0.9779
C13 -3.3227 1.2781 -1.0962
C14 -4.6466 1.6468 -0.9412
C15 -5.6101 0.6816 -0.6654
C16 -5.2425 -0.6481 -0.5475
C17 -3.9116 -1.0194 -0.7028
C18 -0.9009 -0.1287 -2.9482
C19 -1.8137 -0.5825 -3.9018
C20 -1.6108 -0.3263 -5.2462
C21 -0.4908 0.3872 -5.6572
C22 0.4206 0.8381 -4.7166
C23 0.2144 0.5833 -3.3669
H13 -2.5791 2.0356 -1.3149
H14 -4.9310 2.6867 -1.0356
H15 -6.6455 0.9715 -0.5424
H16 -5.9877 -1.4024 -0.3326
H17 -3.6066 -2.0533 -0.6040
H18 -2.6838 -1.1486 -3.5906
H19 -2.3263 -0.6870 -5.9731
H20 -0.3335 0.5871 -6.7089
H21 1.2956 1.3909 -5.0328
H22 0.9282 0.9402 -2.6354

Properties
* E_tot: -3342.63087 Ha
* LUMO level (spin up / spin down): -0.019 / -0.037 Ha
* multiplicity: 2
* gap between HOMO and LUMO (spin up / spin down): 0.2780 / 0.2608 Ha
* expectation value of S²: 0.766
* net charge: 0

Here are the Mulliken charges for atoms 1 to 2, given in e:
1. Mn 0.1799
2. C -1.7953